A single C4H10N2O molecule. Source: the OMol25 dataset; level of theory: ωB97M-V/def2-TZVPD.

The geometry in XYZ format:
```
17
Properties=species:S:1:pos:R:3:forces:R:3:lowdin_charge:R:1
N 1.144195 1.910737 0.831500 0.0 0.0 1.2 -0.01
C 1.314192 0.469790 1.109111 -0.2 -0.6 -1.0 -0.27
C 0.704353 -0.358747 -0.067280 0.6 1.9 0.6 -0.19
C -0.696046 -0.848916 0.264555 0.5 -1.1 0.3 -0.21
N -1.541225 -1.156862 -0.871144 0.4 0.3 0.1 0.02
C -1.729010 -0.281856 -1.889927 -0.3 -0.4 -0.8 -0.37
O -2.321314 -0.563762 -2.913499 0.1 0.0 0.2 0.01
H 2.009338 2.347918 1.130774 0.0 0.2 -0.3 0.06
H 0.475162 2.303829 1.485885 -0.3 0.0 -0.2 0.06
H 0.859623 0.064649 2.017687 0.1 0.5 0.3 0.10
H 2.388698 0.313500 1.186938 0.0 -0.4 -0.1 0.10
H 1.415015 -1.117774 -0.337130 -0.1 -0.8 -0.2 0.10
H 0.700471 0.367743 -0.876271 -0.1 -0.2 -0.3 0.09
H -0.529494 -1.795950 0.779729 -0.3 -0.1 0.2 0.12
H -1.221747 -0.239107 1.000850 0.1 0.4 -0.2 0.12
H -1.688884 -2.130757 -1.080219 -0.3 0.1 -0.1 0.14
H -1.283325 0.715568 -1.771553 -0.1 0.0 0.4 0.13
```
Forces are in eV/Å.

Summary:
Spin multiplicity ... 1
HOMO level ... -9.6 eV
Kohn-Sham gap ... 0.384 Ha
ΔE to the lowest compared entry with this formula, charge and spin ... 140.33 kJ/mol
SMILES ... NCCCNC=O

=====

C35H55O17Pt as an isolated structure. Source: the OMol25 dataset; level of theory: ωB97M-V/def2-TZVPD.

The geometry in XYZ format:
```
108
Properties=species:S:1:pos:R:3:forces:R:3:lowdin_charge:R:1
Pt 0.322182 -0.035710 0.239676 -1.5 -0.9 -1.6 1.30
C 0.210096 -4.072082 -1.974264 -1.6 0.8 0.6 -0.05
C 0.605399 -2.523425 -1.929000 1.4 -0.1 1.6 -0.52
C 1.234877 -2.199813 -3.272190 -0.9 1.8 -0.7 -0.08
O -0.290345 -1.557041 -1.343994 0.1 -0.7 -0.5 -0.35
H -0.869060 -4.157228 -2.101841 -0.3 0.3 -0.6 0.04
H 0.253300 -4.673438 -1.066194 0.9 0.4 0.5 0.06
H 0.640308 -4.678914 -2.770994 0.3 0.5 -0.1 0.07
H 1.475959 -2.442343 -1.278106 0.4 -0.5 0.4 0.08
H 2.230988 -2.625241 -3.394210 -0.3 -0.7 -0.2 0.06
H 1.404995 -1.132420 -3.413014 0.1 0.4 0.7 0.06
H 0.536185 -2.340899 -4.096822 0.2 -0.9 -0.3 0.08
O 3.784670 0.271471 -3.279259 1.5 -1.2 -1.5 0.07
C 4.061462 -0.471006 -4.215380 -1.6 -0.8 2.2 -0.43
O 3.266025 -0.402609 -5.310337 0.1 -0.4 -1.0 0.02
C 3.613173 -1.409291 -6.270754 2.0 -2.1 0.0 -0.16
C 5.096642 -1.721973 -5.938233 -0.4 0.0 0.8 -0.14
C 5.012309 -1.750497 -4.320336 0.5 1.8 -2.8 -0.03
H 3.391994 -1.307657 -7.333231 0.1 1.6 0.2 0.13
H 3.178844 -2.401185 -6.145834 -1.0 0.2 1.1 0.12
H 5.748779 -0.933803 -6.314528 0.1 0.2 0.4 0.11
H 5.459226 -2.639321 -6.402033 -0.2 -0.1 0.2 0.11
H 6.005120 -1.636336 -3.885144 -0.2 0.4 0.2 0.11
H 4.631792 -2.717449 -3.991230 -0.7 0.4 0.1 0.11
O 0.522675 1.470967 1.908309 -0.7 0.9 0.6 0.01
C 1.209361 2.381452 2.308300 0.3 -0.5 -1.5 -0.48
O 0.977104 3.666021 2.105813 -2.4 0.1 -1.0 0.08
C 1.935331 4.488435 2.710512 -0.4 1.3 0.3 -0.18
C 2.681284 3.595554 3.593812 1.5 -0.8 1.9 -0.14
C 2.499956 2.221228 2.946227 1.7 -0.1 1.2 -0.05
H 1.456166 5.227868 3.352193 -0.3 0.3 -0.6 0.14
H 2.549214 4.983732 1.958223 -0.1 -0.1 -0.2 0.14
H 2.258113 3.584657 4.598255 -0.3 -0.1 0.0 0.12
H 3.657487 4.056588 3.744008 0.5 -0.8 -0.2 0.13
H 2.417540 1.320840 3.554995 0.5 0.3 0.4 0.15
H 3.283012 2.054278 2.206590 -0.2 -0.2 -0.3 0.14
O 1.299858 1.668543 -0.852147 0.8 3.6 -3.3 -0.04
C 1.364224 2.732523 -1.537533 -0.1 -2.4 2.7 -0.36
O 0.886088 3.854065 -0.982234 -0.6 0.4 -0.1 0.04
C 1.156465 5.014167 -1.794273 0.9 0.5 -1.0 -0.14
C 1.467348 4.477342 -3.183384 -0.1 -1.5 1.1 -0.13
C 2.035903 3.069646 -2.834964 0.0 0.9 -1.0 -0.06
H 2.044799 5.523942 -1.421326 0.0 -0.1 0.4 0.13
H 0.382287 5.776545 -1.881079 -0.5 -0.6 0.8 0.13
H 2.191738 5.100945 -3.707279 -0.5 -0.1 -0.3 0.13
H 0.527573 4.226155 -3.675140 0.1 0.8 -0.6 0.12
H 3.106354 3.203136 -2.678698 0.1 -0.7 0.2 0.14
H 1.826261 2.422738 -3.686812 0.4 -0.5 0.6 0.13
O 2.358801 -0.373232 0.487589 4.2 -1.4 0.5 -0.05
C 3.498513 -0.841138 0.490810 -0.4 -0.1 2.1 -0.34
O 4.203056 -0.972858 1.686870 -2.4 1.4 -0.1 0.00
C 5.431826 -1.700178 1.640032 -0.6 0.9 -2.0 -0.11
C 5.351031 -2.263434 0.209064 -0.1 -1.1 -0.4 -0.13
C 4.390476 -1.396252 -0.561237 -0.9 1.2 -0.4 -0.09
H 5.375644 -2.345389 2.516753 0.5 -0.3 -0.5 0.14
H 6.255893 -0.986800 1.629762 0.1 0.0 0.7 0.13
H 4.816307 -3.213186 0.221713 0.8 -0.5 0.1 0.13
H 6.282990 -2.253309 -0.356134 0.1 -0.7 0.5 0.12
H 3.789096 -1.872942 -1.335329 0.2 -0.2 0.1 0.12
H 4.852305 -0.535420 -1.044725 0.1 0.1 -0.1 0.13
O -1.379032 1.358693 -0.130713 0.0 0.0 -0.8 0.02
C -2.495434 1.749708 -0.021826 -2.2 0.0 1.5 -0.39
O -3.114422 1.759495 1.231811 3.3 0.8 -1.7 -0.01
C -4.395368 2.346008 1.160296 0.3 -2.3 1.1 -0.20
C -4.585048 2.960720 -0.168523 0.3 1.0 -1.8 -0.12
C -3.498850 2.196856 -1.104801 -1.3 -0.2 2.0 0.02
H -4.575747 2.857293 2.105885 -0.1 0.5 -0.4 0.14
H -4.891678 1.375862 1.184756 -1.7 0.5 0.1 0.13
H -4.470784 4.037546 -0.292974 0.5 0.1 0.6 0.11
H -5.663058 2.843329 -0.279037 0.1 -0.4 -1.3 0.12
H -3.011608 2.631117 -1.977800 -0.2 0.6 0.4 0.13
H -4.001833 1.306756 -1.482739 0.2 -0.4 0.0 0.12
O 0.367785 1.741630 6.408366 -5.0 -0.5 -0.5 0.05
C -0.870394 1.469571 6.340641 4.7 -0.6 1.0 -0.40
O -1.441954 0.699899 7.312040 2.6 0.2 0.1 0.02
C -2.753881 0.344538 7.070201 -2.2 1.8 0.2 -0.17
C -3.212821 1.378672 5.996508 0.1 -0.2 -0.8 -0.13
C -1.899205 1.631293 5.278729 0.4 0.5 0.0 -0.10
H -3.252492 0.653900 7.988789 -0.4 -0.7 0.1 0.13
H -2.921765 -0.715154 6.877948 0.3 0.0 -0.3 0.13
H -3.637593 2.259231 6.478472 0.0 0.0 -0.1 0.12
H -3.839193 1.052886 5.166084 -0.7 -0.3 0.7 0.11
H -1.769357 2.554307 4.713679 -0.2 -0.2 -0.1 0.14
H -1.798137 0.743537 4.654408 0.5 0.2 -0.5 0.13
O -6.089880 -1.146426 -3.843745 0.9 -1.0 1.0 0.10
C -5.285527 -1.786263 -3.181864 -2.3 1.3 -3.0 -0.49
O -3.975774 -1.589909 -3.347448 -1.8 1.0 -1.5 0.03
C -3.307959 -2.039275 -2.236792 1.7 -1.3 -0.2 -0.19
C -4.145078 -3.246016 -1.751289 -0.1 1.6 0.7 -0.11
C -5.581724 -2.795009 -2.119790 1.2 -0.1 0.7 -0.06
H -3.168381 -1.171371 -1.592301 0.1 -0.4 0.7 0.12
H -2.364243 -2.327931 -2.699587 0.4 -0.1 1.1 0.11
H -4.017893 -3.291567 -0.669703 0.1 -0.9 -0.1 0.09
H -3.837544 -4.116948 -2.330087 -0.1 -0.1 0.5 0.12
H -6.048674 -2.145397 -1.379485 0.0 -0.3 0.6 0.13
H -6.248612 -3.636782 -2.306258 -0.1 0.5 -0.6 0.13
O -0.668799 -1.179093 1.886464 0.5 -1.2 0.6 0.01
C -1.668117 -1.819261 2.101628 -1.1 2.3 -1.4 -0.44
O -2.851719 -1.220643 1.750393 0.4 0.7 0.4 0.00
C -4.029043 -1.920533 2.214175 2.0 -1.4 -0.7 -0.12
C -3.403873 -2.949543 3.119629 -0.1 -1.4 1.8 -0.14
C -1.918815 -3.158290 2.637147 -1.4 -0.1 1.0 -0.02
H -4.335955 -2.453452 1.314225 -1.2 0.5 0.1 0.11
H -4.720708 -1.279997 2.761353 0.0 0.1 -0.7 0.13
H -3.993668 -3.851899 3.280851 0.1 -0.4 -1.0 0.12
H -3.515783 -2.632564 4.156503 1.0 0.7 0.2 0.11
H -1.865569 -3.849733 1.796219 0.0 -0.1 0.0 0.14
H -1.191793 -3.438810 3.399278 -0.2 0.0 -0.1 0.14
```
Forces are in eV/Å.

Summary:
Spin multiplicity ... 3
HOMO level (spin up / spin down) ... -9.6 / -9.8 eV
Total charge ... +1
Kohn-Sham gap (spin up / spin down) ... 0.295 / 0.288 Ha

=====

What is the formula in the second record?
C35H55O17Pt

=====

The highest spin multiplicity belongs to which entry?
C35H55O17Pt

=====

Which formula does entry 2 have?
C35H55O17Pt